This record from OMol25 describes a structure of composition C31H20F3N8O3OsS2. The level of theory is wB97M-V/def2-TZVPD.

Geometry (Å):
Os (-0.362, -0.156, 0.451)
N (1.993, -2.888, -1.654)
C (1.670, -3.617, -2.857)
C (2.350, -4.826, -2.957)
C (2.269, -5.593, -4.106)
C (1.511, -5.146, -5.174)
C (0.826, -3.945, -5.073)
C (0.887, -3.164, -3.925)
S (-0.085, -1.676, -3.888)
N (0.117, -1.644, -0.804)
C (1.442, -1.994, -0.856)
C (2.267, -1.279, 0.116)
C (3.587, -1.583, 0.423)
C (4.231, -0.857, 1.407)
C (3.544, 0.162, 2.050)
C (2.236, 0.432, 1.696)
N (1.604, -0.271, 0.744)
H (2.957, -3.067, -1.409)
H (2.947, -5.170, -2.121)
H (2.800, -6.533, -4.161)
H (1.440, -5.733, -6.079)
H (0.217, -3.595, -5.895)
H (4.119, -2.393, -0.058)
H (5.248, -1.096, 1.681)
H (4.004, 0.735, 2.842)
H (1.650, 1.204, 2.184)
S (-1.049, 2.606, -3.104)
C (0.462, 2.981, -2.400)
C (0.693, 2.180, -1.335)
N (-0.315, 1.276, -1.081)
C (-1.299, 1.403, -1.942)
H (1.091, 3.764, -2.788)
H (1.560, 2.204, -0.695)
H (-2.188, 0.793, -1.900)
F (-6.623, -4.615, -5.362)
C (-6.000, -5.203, -4.329)
F (-5.661, -6.444, -4.727)
F (-6.890, -5.333, -3.336)
C (-4.785, -4.424, -3.897)
C (-4.441, -4.348, -2.553)
C (-3.304, -3.662, -2.176)
C (-2.494, -3.053, -3.136)
C (-2.850, -3.132, -4.478)
C (-3.994, -3.816, -4.858)
C (-1.286, -2.334, -2.698)
C (-0.825, -2.214, -1.480)
H (-5.067, -4.817, -1.806)
H (-3.040, -3.586, -1.128)
H (-2.237, -2.654, -5.231)
H (-4.273, -3.870, -5.901)
O (-0.388, -1.497, 1.956)
N (-1.390, -1.464, 2.823)
C (-0.981, -1.574, 4.041)
C (-1.960, -1.568, 5.088)
N (-2.737, -1.562, 5.933)
C (0.425, -1.612, 4.359)
N (1.557, -1.590, 4.547)
O (0.011, 2.696, 3.119)
C (-1.031, 2.266, 2.692)
C (-2.449, 2.724, 3.041)
C (-3.385, 1.820, 2.216)
C (-2.402, 1.008, 1.429)
O (-2.558, 0.155, 0.518)
N (-1.138, 1.241, 1.770)
H (-2.540, 3.781, 2.791)
H (-2.601, 2.634, 4.116)
H (-4.069, 2.358, 1.560)
H (-3.982, 1.147, 2.833)

charge: +1
Kohn-Sham gap (spin up / spin down): 4.53 / 4.56 eV
LUMO level (spin up / spin down): -5.5 / -5.5 eV
HOMO level (spin up / spin down): -10.1 / -10.1 eV

This record from OMol25 describes a cluster of 10 separate species, C22H68N16O10 in total in a non-equilibrium geometry. The level of theory is wB97M-V/def2-TZVPD.

Geometry (Å):
C (2.635, -0.141, -3.150)
O (2.372, 0.341, -2.052)
N (3.839, 0.124, -3.757)
N (1.717, -0.790, -3.918)
H (4.153, -0.513, -4.466)
H (4.513, 0.576, -3.159)
H (2.012, -1.345, -4.697)
H (0.755, -0.784, -3.629)
C (-0.953, -1.585, 4.288)
O (-0.357, -0.607, 3.858)
N (-2.038, -1.413, 5.121)
N (-0.622, -2.883, 4.035)
H (-2.213, -0.457, 5.380)
H (-2.557, -2.182, 5.494)
H (-1.263, -3.621, 4.248)
H (0.252, -3.063, 3.568)
C (-2.671, 2.577, 3.304)
O (-2.573, 2.565, 4.528)
N (-2.287, 1.538, 2.514)
N (-3.211, 3.648, 2.637)
H (-1.857, 0.690, 2.845)
H (-2.489, 1.655, 1.538)
H (-3.520, 4.486, 3.084)
H (-3.219, 3.616, 1.633)
C (-0.787, -0.301, 0.313)
O (-1.788, -0.810, 0.810)
N (0.244, 0.368, 0.968)
N (-0.437, -0.519, -0.996)
H (0.168, 0.465, 1.965)
H (1.018, 0.541, 0.353)
H (0.439, -0.182, -1.369)
H (-1.004, -1.119, -1.569)
C (2.763, 3.767, 3.185)
O (3.127, 3.824, 2.023)
N (1.728, 2.964, 3.612)
N (3.151, 4.670, 4.154)
H (1.440, 2.246, 2.973)
H (1.513, 2.932, 4.594)
H (3.924, 5.287, 3.996)
H (2.763, 4.649, 5.079)
C (2.973, -3.058, 2.347)
O (3.267, -4.012, 1.641)
N (3.698, -2.711, 3.447)
N (1.864, -2.299, 2.075)
H (4.483, -3.286, 3.684)
H (3.506, -1.867, 3.953)
H (1.723, -1.403, 2.512)
H (1.406, -2.515, 1.208)
C (0.896, 4.486, -1.276)
C (0.923, 3.840, -2.672)
C (2.349, 3.571, -3.139)
O (3.180, 4.706, -2.994)
C (2.901, 5.753, -3.872)
N (0.179, 2.556, -2.663)
H (-0.140, 4.421, -0.938)
H (1.247, 5.514, -1.300)
H (1.493, 3.873, -0.600)
H (0.358, 4.439, -3.395)
H (2.397, 3.110, -4.132)
H (2.772, 2.884, -2.401)
H (3.030, 5.422, -4.916)
H (3.525, 6.617, -3.672)
H (1.848, 6.074, -3.859)
H (0.751, 1.784, -2.325)
H (-0.581, 2.621, -1.995)
C (-5.671, -2.419, 0.821)
C (-5.368, -1.891, -0.598)
C (-6.621, -1.497, -1.371)
O (-7.516, -2.562, -1.613)
C (-7.042, -3.465, -2.585)
N (-4.488, -0.712, -0.511)
H (-6.406, -3.227, 0.742)
H (-6.138, -1.623, 1.399)
H (-4.726, -2.778, 1.219)
H (-4.835, -2.662, -1.161)
H (-6.392, -0.937, -2.283)
H (-7.144, -0.803, -0.700)
H (-6.896, -3.004, -3.575)
H (-7.783, -4.251, -2.696)
H (-6.054, -3.847, -2.315)
H (-5.020, 0.029, -0.066)
H (-3.701, -0.934, 0.093)
C (-2.764, -1.825, -4.161)
C (-2.308, -2.555, -2.904)
C (-3.026, -3.921, -2.898)
O (-2.551, -4.721, -1.835)
C (-3.125, -4.410, -0.598)
N (-0.849, -2.822, -3.073)
H (-3.673, -1.246, -3.972)
H (-2.956, -2.476, -5.020)
H (-2.043, -1.097, -4.547)
H (-2.564, -1.985, -2.014)
H (-2.742, -4.450, -3.807)
H (-4.115, -3.782, -2.873)
H (-3.224, -3.340, -0.387)
H (-2.624, -4.918, 0.221)
H (-4.170, -4.771, -0.555)
H (-0.653, -3.748, -2.683)
H (-0.787, -3.081, -4.062)
C (4.564, -0.707, 0.204)
C (4.339, 0.613, 0.906)
C (5.480, 1.105, 1.769)
O (5.771, 0.130, 2.748)
C (6.704, 0.611, 3.677)
N (3.867, 1.659, 0.017)
H (4.920, -1.551, 0.794)
H (5.266, -0.553, -0.626)
H (3.631, -1.055, -0.249)
H (3.567, 0.366, 1.674)
H (5.236, 2.073, 2.222)
H (6.357, 1.279, 1.124)
H (6.879, -0.192, 4.397)
H (6.282, 1.429, 4.280)
H (7.661, 0.940, 3.261)
H (3.040, 1.407, -0.521)
H (3.681, 2.439, 0.640)

Kohn-Sham gap: 8.90 eV
SMILES string: COC[C@H](C)N.COC[C@H](C)N.COC[C@H](C)N.COC[C@H](C)N.NC(N)=O.NC(N)=O.NC(N)=O.NC(N)=O.NC(N)=O.NC(N)=O
LUMO level: 0.5 eV
HOMO level: -8.4 eV

This record from OMol25 describes a structure of composition C43H51GaP2Si2 in a non-equilibrium geometry. The level of theory is wB97M-V/def2-TZVPD.

Geometry (Å):
C (-2.583, 0.036, -3.435)
C (-1.640, 1.001, -3.037)
C (-0.850, 1.620, -4.022)
C (-1.018, 1.305, -5.365)
C (-1.980, 0.369, -5.748)
C (-2.736, -0.292, -4.778)
P (-1.384, 1.384, -1.250)
C (-0.700, 3.093, -1.277)
C (0.674, 3.333, -1.065)
C (1.166, 4.642, -1.068)
C (0.317, 5.706, -1.380)
C (-1.036, 5.469, -1.642)
C (-1.551, 4.174, -1.567)
Ga (0.210, 0.270, 0.070)
P (0.285, -1.710, -1.383)
C (0.956, -1.323, -3.057)
C (0.465, -1.921, -4.227)
C (1.048, -1.636, -5.464)
C (2.101, -0.723, -5.551)
C (2.562, -0.073, -4.400)
C (1.994, -0.373, -3.161)
C (1.503, -2.845, -0.620)
C (1.247, -3.299, 0.693)
C (2.243, -3.966, 1.407)
C (3.464, -4.265, 0.791)
C (3.680, -3.906, -0.541)
C (2.703, -3.208, -1.253)
C (-1.179, -2.807, -1.595)
C (-2.423, -2.498, -1.007)
C (-3.500, -3.384, -1.134)
C (-3.332, -4.596, -1.813)
C (-2.096, -4.920, -2.380)
C (-1.028, -4.027, -2.279)
C (-3.093, 1.378, -0.559)
C (-4.205, 1.770, -1.329)
C (-5.473, 1.861, -0.750)
C (-5.643, 1.602, 0.611)
C (-4.555, 1.181, 1.381)
C (-3.303, 0.998, 0.785)
H (0.268, -3.112, 1.152)
H (2.069, -4.235, 2.453)
H (4.251, -4.767, 1.356)
H (4.630, -4.146, -1.022)
H (2.886, -2.938, -2.295)
H (-0.367, -2.618, -4.176)
H (0.659, -2.115, -6.365)
H (2.541, -0.488, -6.519)
H (3.357, 0.678, -4.467)
H (2.344, 0.133, -2.256)
H (-2.533, -1.562, -0.452)
H (-4.471, -3.127, -0.697)
H (-4.163, -5.297, -1.889)
H (-1.960, -5.866, -2.905)
H (-0.071, -4.283, -2.739)
H (-4.093, 2.002, -2.389)
H (-6.333, 2.151, -1.357)
H (-6.623, 1.708, 1.075)
H (-4.676, 0.982, 2.448)
H (-2.466, 0.584, 1.356)
H (1.361, 2.492, -0.910)
H (2.221, 4.814, -0.838)
H (0.716, 6.720, -1.412)
H (-1.693, 6.300, -1.904)
H (-2.612, 4.002, -1.760)
H (-0.107, 2.364, -3.726)
H (-0.389, 1.786, -6.117)
H (-2.125, 0.132, -6.797)
H (-3.452, -1.062, -5.070)
H (-3.201, -0.457, -2.685)
H (-3.069, -1.314, -8.088)
H (-3.638, -1.607, -7.701)
C (1.514, 3.625, 2.511)
Si (0.134, 2.396, 2.844)
C (-0.120, 2.132, 4.697)
C (-1.383, 3.320, 2.213)
C (0.428, 0.686, 2.033)
Si (2.104, 0.039, 2.694)
C (1.689, -1.461, 3.747)
C (3.276, -0.413, 1.297)
C (3.164, 1.085, 3.840)
H (1.193, 4.616, 2.870)
H (1.705, 3.716, 1.435)
H (2.459, 3.393, 3.010)
H (-0.310, 3.096, 5.195)
H (-1.003, 1.504, 4.882)
H (0.725, 1.668, 5.215)
H (-1.368, 3.454, 1.124)
H (-2.327, 2.832, 2.482)
H (-1.408, 4.329, 2.660)
H (-0.339, 0.048, 2.528)
H (1.064, -2.183, 3.212)
H (2.621, -1.969, 4.040)
H (1.166, -1.162, 4.667)
H (3.669, 0.480, 0.789)
H (4.127, -0.948, 1.749)
H (2.832, -1.082, 0.552)
H (3.679, 1.903, 3.327)
H (2.654, 1.496, 4.717)
H (3.946, 0.405, 4.214)

charge: +2
Kohn-Sham gap: 7.02 eV
LUMO level: -7.1 eV
HOMO level: -14.1 eV

This record from OMol25 describes the molecule C3H2N2S in a non-equilibrium geometry. The level of theory is wB97M-V/def2-TZVPD.

Geometry (Å):
C (-0.382, 0.061, -1.175)
C (-0.573, 1.055, -0.333)
C (0.607, -0.775, 0.508)
N (0.146, -1.061, -0.645)
N (0.803, 0.120, 1.418)
S (0.551, -1.362, 2.225)
H (-0.515, -0.019, -2.277)
H (-0.637, 1.981, 0.279)

Kohn-Sham gap (spin up / spin down): 8.33 / 6.17 eV
LUMO level (spin up / spin down): -0.6 / -2.1 eV
HOMO level (spin up / spin down): -8.9 / -8.3 eV